15
Properties=species:S:1:pos:R:3:nbo_charge:R:1 method="wB97M-V/def2-TZVPD" orbital_gap_ev=10.969 smiles=O.O.O.O.O charge=0 relative_energy_kj_mol=90.6 e_homo_ev=-10.89
O 1.59589 -2.86500 1.18441 -0.94
H 2.42053 -2.74158 0.70510 0.47
H 0.98532 -2.23550 0.78601 0.47
O -0.57222 -0.40545 -0.72021 -0.97
H -0.64779 0.12285 -1.52167 0.49
H -0.11542 0.16675 -0.09145 0.49
O -0.41453 2.11865 0.88907 -0.97
H -1.37753 2.12908 0.85644 0.49
H -0.17781 2.84615 1.47574 0.49
O 1.78820 2.76428 -0.93251 -0.95
H 1.15588 2.52119 -0.24192 0.48
H 2.65860 2.58077 -0.56779 0.47
O -2.81773 -2.25803 -0.59073 -0.96
H -2.08365 -1.64925 -0.42309 0.49
H -2.39774 -3.09491 -0.80740 0.46